4 unconnected molecules or ions with the total composition C13H37N5O4 at a distorted geometry. Source: the Open Molecules 2025 dataset; level of theory: ωB97M-V with the def2-TZVPD basis set.

Its total charge is 0. The SMILES is COC[C@H](C)N.COC[C@H](C)N.COC[C@H](C)N.NC(N)=O. As for the HOMO-LUMO gap: 0.3260 hartree. Its energy above the lowest of the compared OMol25 structures with the same formula, charge and spin is 0.000 eV.

CARTESIAN COORDINATES (ANGSTROEM)
C (-5.2502, 1.3790, -0.7188)
C (-4.6928, 0.1443, -1.4241)
C (-4.6773, -1.0497, -0.4868)
O (-3.5450, -0.9282, 0.3484)
C (-3.5383, -1.8121, 1.4549)
N (-5.5541, -0.1658, -2.5693)
H (-5.1166, 2.2583, -1.3615)
H (-4.7249, 1.5861, 0.2113)
H (-6.3309, 1.2963, -0.5854)
H (-3.6841, 0.4361, -1.7439)
H (-4.6881, -2.0129, -1.0122)
H (-5.6017, -1.0170, 0.1063)
H (-4.4345, -1.7001, 2.0771)
H (-2.7273, -1.4637, 2.0986)
H (-3.4038, -2.8516, 1.1563)
H (-5.1595, -0.9034, -3.1339)
H (-5.7457, 0.6703, -3.1001)
C (-0.4946, 3.7100, 1.3375)
C (0.4078, 3.9680, 0.1462)
C (1.8674, 3.9666, 0.5143)
O (2.6320, 4.2990, -0.6216)
C (3.9481, 4.6939, -0.2966)
N (0.1187, 3.0327, -0.9724)
H (-0.5171, 4.5627, 2.0160)
H (-0.2421, 2.8180, 1.9150)
H (-1.5198, 3.5687, 0.9836)
H (0.1736, 4.9825, -0.2081)
H (2.1708, 2.9943, 0.9285)
H (2.0388, 4.7017, 1.3132)
H (4.5039, 3.8986, 0.2151)
H (3.9101, 5.5944, 0.3218)
H (4.4843, 4.8664, -1.2277)
H (0.8075, 3.2335, -1.6958)
H (-0.7584, 3.3450, -1.3765)
C (2.6447, -3.3529, -1.2319)
C (2.1819, -4.3494, -0.1547)
C (3.0431, -4.2787, 1.0890)
O (4.4443, -4.3694, 0.8144)
C (5.1259, -3.1348, 0.8720)
N (0.7979, -4.1846, 0.2626)
H (3.7058, -3.5681, -1.4256)
H (2.6379, -2.3112, -0.8989)
H (2.1565, -3.4278, -2.2027)
H (2.3444, -5.3307, -0.6136)
H (2.8535, -5.1613, 1.7071)
H (2.8257, -3.4022, 1.7078)
H (4.5563, -2.3275, 0.4010)
H (6.0680, -3.2243, 0.3330)
H (5.3147, -2.8667, 1.9176)
H (0.2196, -3.9831, -0.5428)
H (0.7242, -3.3792, 0.8800)
C (0.5814, -0.3609, 0.5497)
O (0.8288, -1.3236, 1.2719)
N (1.5638, 0.4993, 0.1363)
N (-0.6617, -0.1144, 0.0642)
H (1.2712, 1.3790, -0.2659)
H (2.4283, 0.2968, 0.6052)
H (-1.4431, -0.6080, 0.4609)
H (-0.8695, 0.7821, -0.3462)

3 unconnected molecules or ions with the total composition C13H37N5O7P at a distorted geometry. Source: the Open Molecules 2025 dataset; level of theory: ωB97M-V with the def2-TZVPD basis set.

Its total charge is +1. As for the HOMO-LUMO gap: 0.2285 hartree.

CARTESIAN COORDINATES (ANGSTROEM)
N (-2.0718, -2.0730, -0.0242)
C (-2.1675, -0.8359, -0.5437)
N (-1.0595, -0.3421, -1.1194)
N (-3.2833, -0.0257, -0.4916)
P (-4.7795, -0.7631, -0.0903)
O (-4.7577, -1.5086, 1.1486)
O (-5.7744, 0.4659, -0.0342)
O (-5.1088, -1.6404, -1.3654)
H (-2.9172, -2.6315, -0.0621)
H (-1.6132, -2.1152, 0.8966)
H (-0.6605, 0.5292, -0.8162)
H (-0.6217, -0.8768, -1.8484)
H (-3.1253, 0.8429, 0.0174)
H (-5.9954, 0.8051, -0.9078)
H (-5.6508, -1.1543, -1.9945)
C (1.9933, 4.3519, -3.9169)
O (2.1696, 5.2656, -2.8540)
C (1.6122, 6.5563, -3.0836)
C (0.3901, 6.7944, -2.2248)
N (-0.7352, 5.9705, -2.6518)
C (-1.8594, 5.9351, -1.7215)
C (-1.6264, 5.4174, -0.3065)
O (-1.3495, 4.0245, -0.2169)
C (-0.0096, 3.6523, -0.4741)
H (2.6417, 3.4989, -3.7221)
H (0.9592, 3.9911, -3.9851)
H (2.2803, 4.7939, -4.8742)
H (1.3912, 6.7067, -4.1435)
H (2.3753, 7.2834, -2.7969)
H (0.1063, 7.8477, -2.2967)
H (0.6802, 6.5933, -1.1851)
H (-0.4109, 5.0259, -2.8040)
H (-2.6287, 5.3070, -2.1786)
H (-2.2789, 6.9427, -1.6509)
H (-2.5573, 5.5618, 0.2454)
H (-0.8614, 5.9876, 0.2304)
H (0.7105, 4.3966, -0.1319)
H (0.1448, 3.4456, -1.5378)
H (0.1794, 2.7222, 0.0721)
C (4.3643, -5.2254, 0.9121)
O (3.3107, -6.1337, 1.1697)
C (3.2469, -6.6019, 2.5125)
C (2.0575, -6.0220, 3.2455)
N (2.2267, -4.5958, 3.4990)
C (1.0253, -3.9046, 3.9526)
C (-0.2069, -3.9066, 3.0551)
O (-0.0721, -3.1458, 1.8535)
C (0.6076, -3.8128, 0.7962)
H (4.4441, -5.1194, -0.1684)
H (4.1714, -4.2352, 1.3419)
H (5.3159, -5.6017, 1.2953)
H (4.1803, -6.4020, 3.0448)
H (3.1188, -7.6858, 2.4620)
H (1.9415, -6.5408, 4.2009)
H (1.1680, -6.2331, 2.6365)
H (2.5589, -4.1488, 2.6562)
H (1.3048, -2.8622, 4.1243)
H (0.7371, -4.3160, 4.9240)
H (-1.0108, -3.4239, 3.6152)
H (-0.5598, -4.9161, 2.8216)
H (0.4090, -4.8854, 0.7977)
H (1.6827, -3.6341, 0.8413)
H (0.2479, -3.3953, -0.1452)

A molecular structure, C13H37O6PdS5 at a distorted geometry. Source: the Open Molecules 2025 dataset; level of theory: ωB97M-V with the def2-TZVPD basis set.

Its total charge is +1. Its multiplicity is 3. As for the HOMO-LUMO gap (alpha / beta): 0.2744 / 0.2729 hartree. Its energy above the lowest of the compared OMol25 structures with the same formula, charge and spin is 2.019 eV.

CARTESIAN COORDINATES (ANGSTROEM)
Pd (-0.0426, -0.2705, 0.3051)
C (3.1331, -1.7759, 0.6779)
C (1.9699, -2.6699, 0.7236)
C (2.3637, -3.8699, 1.6023)
O (0.7649, -2.1234, 1.1205)
H (3.0154, -1.0047, -0.0834)
H (4.0870, -2.2619, 0.4730)
H (3.3414, -1.1023, 1.5091)
H (1.9141, -3.1477, -0.2545)
H (1.6535, -4.6904, 1.5003)
H (2.4045, -3.4813, 2.6198)
H (3.3202, -4.3304, 1.3546)
C (2.9103, 1.1657, -3.3825)
S (1.6010, 0.0596, -2.6841)
O (1.0706, 0.6093, -1.3444)
C (0.3608, 0.5612, -3.9306)
H (3.8806, 1.0587, -2.8973)
H (2.5544, 2.1632, -3.1251)
H (2.9310, 1.2510, -4.4689)
H (0.8358, 0.4025, -4.8988)
H (-0.0448, 1.5673, -3.8247)
H (-0.4301, -0.1865, -3.8712)
C (-3.0349, -3.5463, -1.1152)
S (-1.8885, -2.3734, -1.9887)
O (-1.2028, -1.5052, -0.9367)
C (-0.6236, -3.6748, -2.3549)
H (-3.9003, -3.1329, -0.5974)
H (-2.4701, -4.1869, -0.4379)
H (-3.3046, -4.2089, -1.9376)
H (0.1433, -2.9821, -2.7014)
H (-0.8689, -4.3412, -3.1819)
H (-0.3154, -4.2794, -1.5020)
C (1.5352, 3.8820, 1.3858)
S (2.1830, 2.1908, 1.7674)
O (1.1934, 1.0960, 1.4573)
C (3.3737, 2.2177, 0.2666)
H (1.0303, 3.7518, 0.4286)
H (2.3366, 4.6206, 1.3976)
H (0.7280, 4.0961, 2.0864)
H (4.0504, 3.0696, 0.1995)
H (2.7952, 2.2633, -0.6560)
H (4.0042, 1.3286, 0.2807)
C (-2.7434, 2.9123, -1.8434)
S (-1.4077, 2.8715, -0.6233)
O (-1.0391, 1.4388, -0.3473)
C (-2.3251, 3.4465, 0.8964)
H (-2.2099, 2.7178, -2.7739)
H (-3.1579, 3.9191, -1.8952)
H (-3.4221, 2.0674, -1.7268)
H (-2.7328, 4.4446, 0.7360)
H (-1.5382, 3.4519, 1.6507)
H (-3.1080, 2.8192, 1.3226)
C (-1.5945, -0.6306, 4.4923)
S (-2.0487, 0.5994, 3.1304)
O (-1.4990, -0.0748, 1.8444)
C (-3.7723, 0.1460, 3.0484)
H (-2.0107, -1.6213, 4.3099)
H (-1.8956, -0.3101, 5.4896)
H (-0.5149, -0.7772, 4.4588)
H (-3.9416, -0.7400, 2.4364)
H (-4.1335, 0.9379, 2.3922)
H (-4.2640, 0.1726, 4.0209)

A molecular structure, C13H38NbO8P2 at a distorted geometry. Source: the Open Molecules 2025 dataset; level of theory: ωB97M-V with the def2-TZVPD basis set.

Its total charge is -1. As for the HOMO-LUMO gap: 0.2551 hartree.

CARTESIAN COORDINATES (ANGSTROEM)
C (5.0420, 1.0201, -1.2609)
C (6.0672, 2.1082, -1.5977)
C (5.6285, 3.5236, -1.2374)
C (4.9672, 4.3089, -2.3805)
C (3.5882, 4.8524, -2.0499)
C (2.5387, 3.7637, -1.9105)
C (1.1558, 4.2591, -1.4951)
Nb (-0.2579, 2.4669, -1.2954)
H (5.5485, 0.1283, -0.9002)
H (4.3569, 1.3329, -0.4803)
H (4.4603, 0.7170, -2.1247)
H (6.2998, 2.0574, -2.6592)
H (6.9896, 1.8801, -1.0681)
H (6.4818, 4.0900, -0.8709)
H (4.9255, 3.4793, -0.4075)
H (5.6258, 5.1014, -2.7299)
H (4.8331, 3.6330, -3.2274)
H (3.6303, 5.4348, -1.1269)
H (3.2783, 5.5304, -2.8453)
H (2.8777, 3.0273, -1.1810)
H (2.4845, 3.2280, -2.8605)
H (0.7754, 4.9779, -2.2237)
H (1.2535, 4.7834, -0.5435)
H (1.0067, 1.1510, -1.6203)
H (-0.6490, 2.5250, -3.1189)
H (-1.7345, 3.4617, -0.8031)
H (0.3288, 2.3319, 0.4554)
H (-1.3710, 1.0120, -1.0453)
C (0.9316, -2.9085, -1.6851)
O (-0.0824, -3.6107, -0.9384)
P (-0.7036, -2.9133, 0.3520)
O (-0.4452, -1.4917, 0.4406)
O (-0.1779, -3.8021, 1.5714)
C (1.2351, -3.8808, 1.7605)
O (-2.2249, -3.2967, 0.3154)
C (-2.7321, -4.6307, 0.4371)
H (1.6758, -3.6423, -1.9901)
H (0.4782, -2.4499, -2.5604)
H (1.3937, -2.1235, -1.0908)
H (1.7181, -2.9339, 1.5135)
H (1.6503, -4.6803, 1.1453)
H (1.4094, -4.1013, 2.8104)
H (-2.0655, -5.2537, 1.0310)
H (-2.8557, -5.0607, -0.5564)
H (-3.7002, -4.5521, 0.9252)
C (-3.3169, -2.4106, 3.6132)
O (-4.6282, -1.8616, 3.3991)
P (-5.4170, -2.1870, 2.0533)
O (-4.9740, -3.4071, 1.3904)
O (-5.3544, -0.8502, 1.2213)
C (-4.0336, -0.3275, 0.9332)
O (-6.9230, -2.2222, 2.5089)
C (-7.5937, -1.0605, 3.0083)
H (-2.7173, -1.6405, 4.0924)
H (-3.3929, -3.2804, 4.2639)
H (-2.8480, -2.7037, 2.6760)
H (-3.3157, -1.1365, 0.7964)
H (-3.7139, 0.3116, 1.7539)
H (-4.0789, 0.2527, 0.0186)
H (-7.1719, -0.1505, 2.5886)
H (-7.5198, -1.0376, 4.0951)
H (-8.6370, -1.1421, 2.7147)

6 unconnected molecules or ions with the total composition C13H38O11 at a distorted geometry. Source: the Open Molecules 2025 dataset; level of theory: ωB97M-V with the def2-TZVPD basis set.

Its total charge is 0. The SMILES is CC(C)O.OCCO.OCCO.OCCO.OCCO.OCCO. As for the HOMO-LUMO gap: 0.3641 hartree. Its energy above the lowest of the compared OMol25 structures with the same formula, charge and spin is 0.000 eV.

CARTESIAN COORDINATES (ANGSTROEM)
C (0.0897, 1.2328, -3.5315)
C (-0.8381, 1.1124, -4.7126)
O (-0.8267, 2.3225, -5.4645)
O (0.3770, -0.0618, -2.9758)
H (-0.2100, 1.8801, -2.7050)
H (1.0338, 1.7234, -3.7941)
H (-1.8651, 0.8657, -4.4360)
H (-0.4554, 0.2988, -5.3394)
H (-1.4111, 2.1733, -6.2138)
H (0.9218, -0.4900, -3.6473)
C (2.6513, 4.4338, 1.2540)
C (2.0468, 5.6211, 1.9944)
O (3.0789, 6.2009, 2.7886)
O (3.8617, 4.8038, 0.6347)
H (1.9916, 4.0629, 0.4688)
H (2.8084, 3.5758, 1.9175)
H (1.2260, 5.3221, 2.6553)
H (1.6702, 6.3569, 1.2783)
H (2.8975, 7.1309, 2.9288)
H (4.5585, 4.8659, 1.2919)
C (-3.7827, -1.2041, -0.4057)
C (-2.8241, -0.4481, -1.3205)
O (-1.6848, -1.2353, -1.5763)
O (-3.0772, -1.8898, 0.6370)
H (-4.3557, -1.9429, -0.9752)
H (-4.4796, -0.4992, 0.0548)
H (-2.5591, 0.5241, -0.8828)
H (-3.4013, -0.2401, -2.2362)
H (-1.0577, -0.6630, -2.0669)
H (-2.1502, -1.9342, 0.3449)
C (1.0670, -0.4999, 1.7403)
C (0.5713, 0.7234, 0.9616)
O (1.0577, 0.8264, -0.3611)
O (0.2298, -1.6452, 1.4817)
H (1.0364, -0.2606, 2.8052)
H (2.0689, -0.7541, 1.3964)
H (0.8750, 1.6337, 1.4901)
H (-0.5274, 0.6903, 0.9670)
H (0.6986, 0.0663, -0.8418)
H (-0.4912, -1.5583, 2.1332)
C (-4.1702, -1.1530, 3.0928)
C (-2.8840, -0.3982, 2.9770)
O (-1.7928, -1.2271, 3.3727)
O (-4.5101, -1.2318, 4.5069)
H (-4.0636, -2.1554, 2.6876)
H (-4.9791, -0.5648, 2.6515)
H (-2.9176, 0.5263, 3.5607)
H (-2.6954, -0.0865, 1.9514)
H (-2.0198, -1.6790, 4.1925)
H (-5.1947, -1.9076, 4.5466)
C (3.6242, -2.6651, -0.5130)
C (2.4823, -3.4523, -1.1495)
C (2.8954, -4.8701, -1.5097)
O (1.4083, -3.5752, -0.2342)
H (3.3068, -1.6442, -0.2965)
H (4.4626, -2.5477, -1.2096)
H (3.9828, -3.2163, 0.3558)
H (2.1487, -2.8838, -2.0302)
H (3.1754, -5.4382, -0.6225)
H (3.7757, -4.8835, -2.1554)
H (2.0550, -5.3482, -2.0110)
H (1.0897, -2.7188, 0.0982)

4 unconnected molecules or ions with the total composition C13H38O6PS. Source: the Open Molecules 2025 dataset; level of theory: ωB97M-V with the def2-TZVPD basis set.

Its total charge is -1. As for the HOMO-LUMO gap: 0.2318 hartree.

CARTESIAN COORDINATES (ANGSTROEM)
C (-0.4225, -1.3575, 0.6866)
P (0.5055, -2.6094, 1.7438)
S (1.8262, -4.1349, 3.0833)
H (-1.4867, -1.6070, 0.6241)
H (-0.0242, -1.3671, -0.3298)
H (-0.3216, -0.3531, 1.1062)
H (0.3509, -1.8200, 2.9543)
H (1.7770, -1.9368, 1.4520)
H (0.7071, -3.5016, 0.6016)
H (-0.6819, -3.3840, 2.1226)
H (1.1176, -5.2187, 2.7431)
C (-2.6196, 0.2828, -1.5912)
O (-2.1609, -0.8251, -2.3381)
C (-3.1820, -1.6005, -2.9237)
C (-3.2954, -1.3534, -4.4135)
O (-3.6911, -0.0278, -4.7211)
C (-2.6110, 0.8271, -5.0405)
H (-1.7389, 0.8566, -1.3079)
H (-3.2984, 0.9097, -2.1790)
H (-3.1260, -0.0343, -0.6738)
H (-4.1463, -1.3982, -2.4425)
H (-2.9413, -2.6565, -2.7625)
H (-4.0466, -2.0292, -4.8330)
H (-2.3325, -1.5788, -4.8877)
H (-2.1616, 0.5543, -6.0028)
H (-1.8321, 0.8009, -4.2751)
H (-3.0137, 1.8362, -5.1146)
C (3.6876, 1.3989, -4.0054)
O (2.6752, 0.4469, -4.2471)
C (2.8775, -0.7873, -3.5723)
C (2.1131, -0.8762, -2.2714)
O (2.5857, 0.0871, -1.3453)
C (1.6997, 1.1646, -1.1323)
H (3.3596, 2.3370, -4.4523)
H (3.8589, 1.5459, -2.9365)
H (4.6353, 1.0998, -4.4717)
H (3.9460, -0.9358, -3.3748)
H (2.5417, -1.5838, -4.2423)
H (2.2528, -1.8702, -1.8352)
H (1.0404, -0.7431, -2.4501)
H (0.7996, 0.8357, -0.6040)
H (1.4079, 1.6388, -2.0771)
H (2.2256, 1.8910, -0.5131)
C (-0.0055, 3.6647, 5.2046)
O (-0.0185, 2.7444, 6.2753)
C (-0.9910, 1.7211, 6.1347)
C (-0.4351, 0.4540, 5.5202)
O (-0.0219, 0.6516, 4.1896)
C (1.3808, 0.6803, 4.0083)
H (0.8607, 4.3096, 5.3473)
H (0.0720, 3.1608, 4.2386)
H (-0.9112, 4.2847, 5.2043)
H (-1.8262, 2.0797, 5.5198)
H (-1.3758, 1.4982, 7.1341)
H (-1.2217, -0.3086, 5.5229)
H (0.3918, 0.0772, 6.1330)
H (1.8287, -0.3019, 4.1877)
H (1.8517, 1.4225, 4.6631)
H (1.5641, 0.9389, 2.9666)